No. 1
A single C5H10N2 molecule. Source: OMol25; level of theory: the ωB97M-V functional and the def2-TZVPD basis.

XYZ file:
```
17
C5H10N2 the ωB97M-V functional and the def2-TZVPD basis
C -0.2611 0.9656 1.3927
C -1.0789 0.8475 -0.8526
H -1.2524 0.7321 1.7751
H 1.0330 -2.0445 0.6887
H -0.5604 -1.3419 -1.1483
H 1.7283 -0.5791 -2.0071
N 0.8713 -0.0350 -2.0805
H 0.3822 1.4323 2.1346
H 1.0568 -1.0710 2.1482
N -0.1326 1.4121 0.0916
H -0.4916 -1.6363 1.4765
C 0.4278 -0.0130 0.3789
H -2.0550 0.5615 -0.4375
H -1.2473 1.4373 -1.7582
H 1.1720 0.9398 -2.0052
C -0.0934 -0.3609 -1.0160
C 0.5012 -1.2466 1.2190
```

Calculated values
* ΔE to the lowest compared entry with this formula, charge and spin: 142.6 kcal per mole
* structure (SMILES): C[C@]12CN1C[C@H]2N
* net charge: 0
* highest occupied orbital energy (spin up / spin down): -6.955 / -6.956 eV
* Kohn-Sham gap (spin up / spin down): 0.2912 / 0.2912 Ha



No. 2
A single C7H12NOP molecule. Source: OMol25; level of theory: the ωB97M-V functional and the def2-TZVPD basis.

XYZ file:
```
22
C7H12NOP the ωB97M-V functional and the def2-TZVPD basis
H 4.0338 -1.1403 -0.7843
H 3.2109 -0.1052 0.2959
N -0.3673 -1.1431 0.2268
C -3.5083 -1.4740 0.4049
C 3.1552 -0.6298 -0.6430
C -0.5900 1.2931 -0.2749
P -2.8946 -0.2908 -0.5740
O 0.6807 0.6493 -0.6413
H 1.6416 -2.1077 -1.5582
C 1.8652 -1.4896 -0.6306
H -3.1886 -1.7578 1.3937
H -4.5285 -1.9652 0.0393
H 1.8723 -2.1347 0.3047
H 3.0327 0.0822 -1.4486
H -1.4737 0.4029 1.4696
C -0.3630 2.4248 0.7040
H -0.3926 2.1331 1.7619
H 0.5379 2.9066 0.4427
C 0.6536 -0.6298 -0.3192
C -1.4332 0.2363 0.3982
H -0.8584 1.5977 -1.3779
H -1.0857 3.1419 0.8103
```

Calculated values
* ΔE to the lowest compared entry with this formula, charge and spin: 23.3 kcal per mole
* structure (SMILES): C=P[C@H]1N=C(CC)O[C@@H]1C
* net charge: 0
* highest occupied orbital energy: -9.038 eV
* Kohn-Sham gap: 0.3431 Ha



No. 3
2 unconnected molecules or ions with the total composition CH5BrN2. Source: OMol25; level of theory: the ωB97M-V functional and the def2-TZVPD basis.

XYZ file:
```
9
CH5BrN2 the ωB97M-V functional and the def2-TZVPD basis
H -1.4843 0.3910 -1.4135
Br -0.0841 -2.2123 -0.9346
N -0.6032 -0.8199 0.1495
C -1.0272 0.3860 -0.4503
H -1.4952 1.0442 0.3097
H -0.0479 0.9465 -0.4169
H 1.0928 0.5930 1.4190
H 2.0065 -0.0933 0.1864
N 1.6426 -0.2353 1.1508
```

Calculated values
* ΔE to the lowest compared entry with this formula, charge and spin: 97.6 kcal per mole
* net charge: 0
* highest occupied orbital energy (spin up / spin down): -8.516 / -8.516 eV
* Kohn-Sham gap (spin up / spin down): 0.2356 / 0.2356 Ha



No. 4
A single CH2INO2S molecule. Source: OMol25; level of theory: the ωB97M-V functional and the def2-TZVPD basis.

XYZ file:
```
8
CH2INO2S the ωB97M-V functional and the def2-TZVPD basis
H 1.3061 -0.3709 -0.5572
S -0.7654 0.6826 -1.0522
O -1.8107 0.8574 -0.0967
O 0.9713 0.8226 2.2849
H 0.0744 -1.2172 0.4658
C 0.3779 -0.2614 0.0013
N 1.2334 0.8958 1.1420
I -1.3870 -1.4089 -2.1879
```

Calculated values
* ΔE to the lowest compared entry with this formula, charge and spin: 30.7 kcal per mole
* net charge: 0
* highest occupied orbital energy (spin up / spin down): -9.074 / -9.072 eV
* Kohn-Sham gap (spin up / spin down): 0.2892 / 0.2892 Ha



No. 5
2 unconnected molecules or ions with the total composition C3H5IN2. Source: OMol25; level of theory: the ωB97M-V functional and the def2-TZVPD basis.

XYZ file:
```
11
C3H5IN2 the ωB97M-V functional and the def2-TZVPD basis
I -2.7028 -0.6305 -0.8959
H 0.3294 -2.2252 1.3476
H 0.9235 3.3163 -0.0561
N 1.5794 0.1568 0.1225
N 1.2815 1.1589 -0.3597
H 0.7904 2.3770 -1.7305
H -0.5149 -2.7989 -0.2637
C 1.0208 2.3725 -0.7162
H -1.0200 -0.3489 1.2854
C -0.4879 -2.2567 0.6408
C -1.1994 -1.1214 0.6258
```

Calculated values
* ΔE to the lowest compared entry with this formula, charge and spin: 56.1 kcal per mole
* net charge: 0
* highest occupied orbital energy: -8.631 eV
* Kohn-Sham gap: 0.3333 Ha



No. 6
A molecular structure, C45H54BF5N2O3P2S3Tb. Source: OMol25; level of theory: the ωB97M-V functional and the def2-TZVPD basis.

XYZ file:
```
116
C45H54BF5N2O3P2S3Tb the ωB97M-V functional and the def2-TZVPD basis
H 3.2428 0.1879 -2.0401
H 1.7662 4.7611 -6.6147
H -1.0996 1.7532 6.3883
H 4.6309 -1.3958 -3.3032
H -2.3813 -1.1987 3.7590
H 0.6781 7.6004 0.0771
C 1.1535 -3.4037 1.8877
C -1.5691 0.7538 6.4680
H 2.7784 3.4946 2.0931
C -2.6551 -3.7436 1.8910
C 4.5497 2.4437 2.8029
F -3.2042 -1.7941 -3.2322
C 1.9318 0.5931 -5.2011
N -3.0911 -3.4805 0.5364
C 3.0919 0.0546 -3.1066
C -2.0388 -3.4950 -4.4133
P 1.6218 1.9351 0.0095
C -2.5705 -0.8839 4.7927
C -3.4603 -4.7057 -0.1986
C -0.0188 5.3053 -5.5094
C 3.8856 -0.8007 -3.8014
C 0.0200 5.6385 0.6832
C 1.1170 4.5508 -5.7404
O 0.5068 -0.4685 3.6218
C 0.1955 4.2679 0.5273
C -1.2303 -2.7031 -2.2442
H -4.5667 -0.6679 1.5575
C -1.1065 -4.5291 -4.3826
N -3.6071 -0.0484 -0.1595
H -3.4217 1.2792 1.5441
H -1.8784 5.3596 -4.2667
H 3.2564 4.3036 -0.9010
C 2.0070 6.0357 -0.5617
C -1.3386 -0.0773 5.2316
H 2.1276 -0.8775 5.8250
H -3.4025 -0.1495 4.7602
H -2.6586 -5.4210 -0.0007
C -0.5281 3.9102 -3.5500
C 3.0494 -2.9527 0.0046
H -0.7978 6.0053 1.3395
C 1.1742 -0.3607 6.0534
C 5.2282 0.5304 1.4516
H -4.3660 -5.2024 0.1662
H -2.0599 -4.6441 1.9923
H 2.6516 -0.2877 -7.0354
H 6.3855 1.2887 3.1379
C -0.4805 -3.8843 -2.1859
H -2.1492 -2.8831 2.3374
F -0.8287 -5.2779 -5.4722
S 1.7576 -2.0166 0.8976
H -5.5476 0.2035 -1.0188
H -1.2017 0.3126 7.4371
C -3.7839 -1.1302 0.9042
C -2.1410 -2.6550 -3.2863
H 2.3762 2.9623 -5.0642
H -1.1397 3.6479 -2.6746
C 3.7920 -0.8695 -5.1852
O -1.3129 1.0096 4.0463
F 0.4149 -5.8481 -3.0802
H -0.2652 6.1785 -6.0823
C 0.0368 -0.8556 5.0932
C -3.6529 1.2762 0.4625
H 2.5829 -3.5243 -0.8105
C 2.8080 -0.2239 -5.9428
H 3.5972 -3.6328 0.6838
H -0.5869 -2.5884 4.0114
C 1.3504 3.7428 -0.0415
H 5.9616 -0.2335 1.2524
H 1.1051 1.1094 -5.7203
H -2.9160 1.9651 0.0526
H -2.8524 -1.1202 1.4780
P 0.7625 1.5895 -2.9684
O 0.6205 -1.6677 -0.1185
C 2.2819 4.6621 -0.5553
C -0.8712 4.9381 -4.4226
H -4.4933 -2.5014 -0.5936
C 1.4535 3.5162 -4.8622
H -4.1618 0.5829 -2.0227
C 3.1977 1.7178 0.8896
H 0.8642 -2.8452 5.0579
C 5.4434 1.3841 2.5333
H -3.5727 -3.9535 2.5388
C 2.0370 0.6603 -3.8191
H 4.0652 0.0979 -0.3269
H 0.6368 -4.1151 1.2471
B -0.3718 0.4924 3.1419
H 3.7311 -2.1726 -0.3738
C -4.5584 -0.0994 -1.2948
F 0.1983 -4.2372 -1.0460
H 0.4576 -2.9745 2.6150
H -0.7822 -2.7946 5.7495
F -2.8130 -3.2905 -5.4948
H -5.0469 -2.8837 1.0074
H 1.3308 0.7075 5.9288
H 2.7295 6.7203 -1.0656
Tb -0.9533 -0.5040 -1.1169
H -4.6867 1.7366 0.3628
H -2.6468 0.9367 6.5795
H 2.0315 -3.8883 2.3750
C 0.8098 1.1402 -1.2884
H -2.7859 -1.7460 5.4350
C -4.1797 -2.5005 0.4501
C 0.5588 3.1049 -3.8697
H 4.7515 3.0616 3.6788
H 0.9201 -0.5757 7.0873
S -1.1037 0.6900 -3.5070
C 0.8691 6.5408 0.0435
H -4.6002 -1.0698 -1.7574
H 4.4991 -1.4855 -5.7087
C -0.3885 -4.7704 -3.2311
H -0.6665 3.5766 0.6725
C -0.1212 -2.3168 4.9762
H -3.6329 -4.4358 -1.2618
C 3.4738 2.6730 1.9530
C 4.1727 0.7677 0.5584
S -0.3825 1.1053 1.3931
```

Calculated values
* ΔE to the lowest compared entry with this formula, charge and spin: 44.8 kcal per mole
* spin multiplicity: 7
* net charge: -1
* highest occupied orbital energy (spin up / spin down): -1.394 / -1.651 eV
* Kohn-Sham gap (spin up / spin down): 0.1272 / 0.1367 Ha



No. 7
2 unconnected molecules or ions with the total composition Cl2HOP. Source: OMol25; level of theory: the ωB97M-V functional and the def2-TZVPD basis.

XYZ file:
```
5
Cl2HOP the ωB97M-V functional and the def2-TZVPD basis
O 0.9363 0.7664 -0.4938
Cl 2.2972 -1.5605 0.3598
H -2.2508 -0.2378 0.1528
Cl -3.3202 0.6287 0.3004
P 2.3375 0.4031 -0.3192
```

Calculated values
* ΔE to the lowest compared entry with this formula, charge and spin: 20.5 kcal per mole
* structure (SMILES): O=PCl.Cl
* net charge: 0
* highest occupied orbital energy: -11.190 eV
* Kohn-Sham gap: 0.3631 Ha



No. 8
9 unconnected molecules or ions with the total composition C40H103N5O13. Source: OMol25; level of theory: the ωB97M-V functional and the def2-TZVPD basis.

XYZ file:
```
161
C40H103N5O13 the ωB97M-V functional and the def2-TZVPD basis
C -3.8364 5.7953 4.9136
C 5.4143 1.7033 0.9914
H 6.1757 -0.1266 0.3209
H 5.3085 -2.6260 -1.3112
C 2.0875 5.0849 4.9139
C 3.1166 1.0137 -5.7879
H 4.0895 -3.8418 -1.6097
H 1.8546 -3.1032 -2.5283
H -1.0889 3.8191 3.9378
C -1.8008 -3.3557 -2.1538
H -3.6099 -3.3676 3.6032
N -3.2475 -5.5130 -1.9637
H 5.4107 1.9411 -6.8388
C 2.4222 -2.3804 -3.1145
C -3.9503 5.5032 -0.5641
H 2.3047 -8.0906 3.5650
H -2.6616 -2.7318 -2.3943
H -1.9074 0.8802 2.9157
H -2.8012 -7.1189 -0.6559
H 7.4173 1.1708 0.5721
C 3.0467 -8.2671 6.0254
H -4.6903 4.8479 -0.1047
H -7.8391 -6.1970 -2.2250
C 2.0233 5.5225 3.4353
H -1.5103 -2.2955 0.2205
C 0.3909 3.3781 -3.5991
C -0.6868 -4.6142 3.8370
H -1.6526 -0.0591 1.4915
H -2.4440 -2.3144 4.2869
C 2.4359 -0.2866 -5.2994
C 1.0045 -6.4229 3.5226
H 4.0451 -1.2211 1.2939
H -1.3901 5.5387 3.3480
H -4.1804 -0.8562 -5.1801
H -1.9782 7.1701 -0.6983
C 4.5259 -2.9258 -2.0081
C 4.5744 1.6948 -7.4930
H 0.7142 5.6679 -4.6569
H 2.7014 -9.3008 6.0057
H 3.9254 1.2025 -5.0820
H 0.8562 -6.4635 2.4435
H 1.6682 -5.5766 3.6997
H 0.1680 -3.9858 3.5872
H -1.5944 -3.7186 -3.1607
O -0.0910 3.7806 -4.8960
C -4.0674 0.2100 -5.3764
H 6.7161 0.0678 1.8850
H -0.8917 -4.1830 4.8169
H 1.3269 2.8775 -3.8469
H 0.7345 0.6723 2.3225
O -5.9604 -6.5347 -1.7451
H 2.4986 1.9115 -5.7999
H -2.0724 1.6011 1.3306
H 4.2205 5.5320 4.9970
C 0.4735 1.7099 0.4311
O -1.9799 -3.0975 2.3525
O 0.1601 2.5139 2.5404
C -4.8215 -7.3923 -1.6550
H -2.3940 5.2603 0.9978
H -0.5234 6.2474 -0.5000
H -4.0576 5.3222 -1.6336
H 3.4267 5.4888 6.5365
H 0.0246 -1.7650 0.0618
N 1.9378 -0.0578 -3.9567
C -2.4346 5.1427 -0.0851
H 0.3500 4.1759 -2.8575
H 4.9091 3.2603 2.2310
H -3.9935 -0.0949 -2.8742
H -2.1935 3.7973 -1.4679
C -1.5514 6.1796 -0.8558
C -2.6335 1.4576 -2.1203
H -3.6578 0.3649 -6.3746
O 2.0141 -7.3699 5.5579
H 3.1144 -1.1394 -5.2774
H -3.8475 6.6807 4.2779
H 2.7504 0.1869 -3.4089
H 1.6315 -0.5114 -5.9998
H 1.2505 2.4735 0.3942
O -3.1552 0.8729 -4.5792
H 0.5736 -1.6628 -3.8924
H -4.5034 -7.6955 -2.6525
H 5.0647 -3.2743 -2.8891
H -2.5446 4.1150 2.9885
H -2.6997 4.0321 5.5460
C -1.4587 0.9227 1.9233
O 2.0306 3.7065 4.9539
N -1.8519 2.4482 -2.8415
O 3.3947 0.5924 0.3424
H 0.0360 3.2693 1.9611
H 5.4500 2.1964 0.0200
C 3.9471 1.3736 1.3416
H -4.0385 6.2368 5.8894
C -2.4793 4.9545 5.0088
C 0.0131 1.3206 1.8251
H -4.5565 5.0954 4.4897
H -2.2585 2.2506 -3.7447
H -4.0941 -6.1232 -0.0995
N -0.3104 -6.0149 4.0616
H 3.3443 6.8890 5.5701
H -1.3114 -4.6133 1.5382
H -3.4335 -1.7049 2.9476
C -2.1533 -4.6646 -1.4354
H -4.2359 6.5013 -0.2319
C -3.0566 0.3906 -3.1472
H -0.0122 1.6777 -2.1479
H -7.2199 -7.4838 -3.2467
C 0.7841 4.8991 -5.4264
C 3.2927 5.8024 5.5012
C -1.6918 -4.4551 2.5473
O 3.5487 -1.8873 -2.3548
H -4.9278 -8.3719 -1.1889
C -0.8827 -1.8289 -0.5388
H -3.5056 2.0406 -1.8241
C -2.9082 -2.5773 3.3364
C 1.3714 -1.1824 -3.3259
C -7.1928 -7.0747 -2.2368
H -0.3962 1.2610 -3.7267
C -1.8135 4.5806 3.6494
H 3.2180 -8.1505 7.0956
H -7.5073 -7.8401 -1.5273
H -2.3111 -0.4025 -3.2062
H -1.5393 6.0637 -1.9395
H -2.2343 0.9036 -1.2707
H -5.1073 0.5264 -5.4583
C -3.6706 -6.5609 -1.0035
O -0.6267 -2.7134 -1.6211
H 4.0535 2.6255 -7.7184
H 2.7656 -1.3818 0.1200
O -1.4885 5.6639 5.6410
N 5.7495 2.7322 2.0442
H 0.6844 -8.3136 4.3270
H 3.3567 2.2897 1.3255
H -1.1937 -5.1778 -1.3727
H 3.9702 -8.0720 5.4803
H 3.8545 0.9560 2.3442
H 2.4939 -0.8369 1.7805
O -2.1793 3.9114 -0.5148
H -0.3686 -6.2880 5.0322
C -0.4633 2.1069 -3.0426
H 2.9483 5.2057 2.9535
H -2.4650 -5.2215 2.4932
H 0.8782 -0.9816 -2.3749
H 0.7630 0.7988 -0.0925
H -0.3133 2.2583 -0.0868
H 1.2067 5.0162 2.9206
H -1.1796 -0.8506 -0.9168
H -3.9958 -4.8806 -2.2092
H 1.7729 4.6039 -5.7776
H 1.3350 3.3534 4.3944
H 2.6390 -2.7463 -4.1181
H 4.9405 1.4193 -8.4821
H -1.1016 5.2024 6.3886
H 0.3500 5.1954 -6.3813
H -2.3035 -4.4261 -0.3824
C 1.5441 -7.6534 4.2119
H 5.6189 2.2350 2.9136
C 6.5488 0.6554 0.9823
H 1.1840 5.4737 5.3836
O 3.6737 0.6729 -7.0065
C 3.1458 -0.7374 0.9126
H 2.0156 6.6086 3.3431
```

Calculated values
* ΔE to the lowest compared entry with this formula, charge and spin: 151.6 kcal per mole
* structure (SMILES): COC[C@H](C)N.COCCNCCOC.COCCNCCOC.COCCNCCOC.COCCNCCOC.CC(C)O.CC(C)O.CC(C)O.CC(C)O
* net charge: 0
* highest occupied orbital energy: -8.389 eV
* Kohn-Sham gap: 0.3258 Ha